(1)
DFT (ωB97M-V/def2-TZVPD) results for C3H7NO in the gas phase at a distorted geometry.

Positions of all 12 atoms, in Å:
1 C -1.729 0.407 0.188
2 C -0.533 -0.351 0.662
3 C 1.466 -0.367 0.168
4 O 0.594 0.632 0.436
5 N 2.163 -0.126 -0.926
6 H -2.636 -0.175 0.345
7 H -1.776 1.347 0.732
8 H -1.626 0.617 -0.882
9 H -0.472 -1.316 0.109
10 H -0.497 -0.608 1.723
11 H 2.796 -0.851 -1.221
12 H 2.249 0.791 -1.336

Computed properties:
HOMO-LUMO gap, eV: 9.17
Highest occupied orbital energy, eV: -8.02
F_max, eV Å⁻¹: 2.3
LUMO, Eh: 0.0421
Relative energy (zero: lowest compared OMol25 entry of this formula, charge and spin), kJ/mol: 311.9

---

(2)
DFT (ωB97M-V/def2-TZVPD) results for C3H7NO in the gas phase at a distorted geometry.

Positions of all 12 atoms, in Å:
1 C 1.324 -0.943 -0.018
2 C -0.030 -0.308 -0.002
3 C -0.154 1.187 0.015
4 N -1.021 -1.114 0.025
5 O -2.300 -0.634 -0.004
6 H 1.933 -0.545 -0.848
7 H 1.839 -0.740 0.965
8 H 1.200 -2.029 -0.097
9 H -0.739 1.525 0.888
10 H -0.633 1.620 -0.901
11 H 0.828 1.656 0.077
12 H -2.248 0.324 -0.100

Computed properties:
SMILES: CC(C)=NO
HOMO-LUMO gap, eV: 10.34
Highest occupied orbital energy, eV: -9.50
F_max, eV Å⁻¹: 1.1
LUMO, Eh: 0.0308
Relative energy (zero: lowest compared OMol25 entry of this formula, charge and spin), kJ/mol: 234.5

---

(3)
DFT (ωB97M-V/def2-TZVPD) results for a molecular structure, C3H7NO at a distorted geometry.

Positions of all 12 atoms, in Å:
1 C -1.874 0.053 -1.115
2 O -1.163 -1.063 -0.502
3 C 0.013 -0.778 0.106
4 N 0.446 0.404 0.183
5 C 1.697 0.506 0.814
6 H -2.122 0.823 -0.375
7 H -1.276 0.515 -1.909
8 H -2.801 -0.346 -1.547
9 H 0.995 -1.498 0.723
10 H 1.961 -0.733 1.132
11 H 2.466 0.875 0.117
12 H 1.642 1.151 1.706

Computed properties:
HOMO-LUMO gap, eV: 10.96
Highest occupied orbital energy, eV: -9.81
F_max, eV Å⁻¹: 4.2
LUMO, Eh: 0.0423
Relative energy (zero: lowest compared OMol25 entry of this formula, charge and spin), kJ/mol: 335.3

---

(4)
DFT (ωB97M-V/def2-TZVPD) results for C3H7NO in the gas phase at a distorted geometry.

Positions of all 12 atoms, in Å:
1 C -1.403 -0.987 0.499
2 N -0.826 -0.052 -0.387
3 C 0.645 -0.241 -0.164
4 C 1.323 1.107 -0.284
5 O 1.234 -1.274 -0.438
6 H -1.629 -1.898 -0.058
7 H -2.229 -0.582 1.088
8 H -0.409 -1.253 1.148
9 H -1.213 0.881 -0.428
10 H 0.675 1.931 0.021
11 H 1.607 1.267 -1.327
12 H 2.225 1.102 0.331

Computed properties:
SMILES: CNC(C)=O
HOMO-LUMO gap, eV: 9.99
Highest occupied orbital energy, eV: -9.35
F_max, eV Å⁻¹: 5.9
LUMO, Eh: 0.0236
Relative energy (zero: lowest compared OMol25 entry of this formula, charge and spin), kJ/mol: 202.3

---

(5)
DFT (ωB97M-V/def2-TZVPD) results for 2 unconnected molecules or ions with the total composition C3H7NO.

Positions of all 12 atoms, in Å:
1 H -1.919 1.064 -1.883
2 N -1.264 0.846 -1.138
3 C -1.883 0.680 -0.044
4 O -1.264 0.386 1.103
5 H -2.963 0.750 0.113
6 H -0.313 0.288 0.899
7 C 1.534 -1.090 0.670
8 C 1.677 -0.254 -0.356
9 H 2.074 -0.956 1.604
10 H 0.865 -1.946 0.612
11 H 1.113 -0.375 -1.276
12 H 2.342 0.606 -0.304

Computed properties:
SMILES: [H]/N=C/O.C=C
HOMO-LUMO gap, eV: 11.20
Highest occupied orbital energy, eV: -10.11
F_max, eV Å⁻¹: 0.4
LUMO, Eh: 0.0401
Relative energy (zero: lowest compared OMol25 entry of this formula, charge and spin), kJ/mol: 171.1

---

(6)
DFT (ωB97M-V/def2-TZVPD) results for a molecular structure, C3H7NO.

Positions of all 12 atoms, in Å:
1 C -1.268 0.539 0.533
2 C -0.973 -0.708 -0.042
3 N 0.999 -0.839 -0.389
4 C 1.617 0.301 -0.266
5 O 1.245 1.176 0.594
6 H -1.630 0.551 1.562
7 H -1.698 1.308 -0.109
8 H 0.100 0.957 0.727
9 H -1.174 -0.893 -1.095
10 H -1.017 -1.604 0.572
11 H 1.328 -1.378 -1.186
12 H 2.471 0.589 -0.902

Computed properties:
HOMO-LUMO gap, eV: 9.32
Highest occupied orbital energy, eV: -8.34
F_max, eV Å⁻¹: 0.4
LUMO, Eh: 0.0359
Relative energy (zero: lowest compared OMol25 entry of this formula, charge and spin), kJ/mol: 308.8